A molecular structure, C23H47I4N2O4PSi2, computed with the ωB97M-V functional and the def2-TZVPD basis.

The HOMO energy comes out at -7.79 eV. As for the orbital gap: 0.247 Ha.

Structure (XYZ):
```
83
Properties=species:S:1:pos:R:3:lowdin_charge:R:1
C 3.990 1.114 1.526 -0.04
C 2.734 1.541 1.994 -0.24
Si 1.038 1.472 1.196 0.37
C 0.942 3.214 0.330 -0.27
C 2.062 3.325 -0.776 -0.25
C 2.145 4.757 -1.446 -0.21
C 0.746 5.418 -1.694 -0.21
C -0.236 4.535 -2.564 -0.27
N -1.645 4.848 -2.205 -0.02
O 0.709 0.431 -0.091 -0.29
Si 1.339 -1.128 -0.297 0.46
C 3.097 -0.990 -1.040 -0.23
C 4.221 -1.855 -0.368 -0.25
C 5.585 -1.698 -1.152 -0.28
N 6.094 -0.321 -1.212 -0.01
C 0.356 -1.772 -1.848 -0.24
C -1.122 -2.188 -1.557 -0.31
C -1.998 -0.909 -1.281 -0.26
P -3.822 -1.301 -1.343 0.65
O -4.146 -1.951 -2.671 -0.30
O -4.683 0.149 -1.248 -0.25
C -6.061 -0.111 -0.893 -0.27
C -6.237 0.155 0.652 -0.07
O -4.129 -2.255 -0.005 -0.27
C -4.923 -3.416 -0.307 -0.29
C -4.008 -4.697 -0.443 -0.07
C 1.025 -2.463 1.009 -0.70
I -0.889 -2.094 2.042 0.84
C 2.115 -2.764 2.134 -0.73
C 3.032 -4.038 1.819 -0.20
I 1.003 -3.487 3.916 0.68
C -0.490 1.541 2.325 -0.73
I -2.337 2.131 1.302 0.95
C -0.653 1.264 3.654 -0.87
C -2.052 1.333 4.369 -0.22
I 0.999 0.660 4.857 0.90
H 4.415 1.654 0.642 0.05
H 4.637 0.330 1.969 0.06
H 2.777 2.069 2.985 0.03
H -0.032 3.352 -0.188 0.00
H 1.079 3.994 1.120 0.09
H 3.071 3.135 -0.339 0.08
H 1.864 2.551 -1.555 0.10
H 2.783 5.408 -0.791 0.11
H 2.731 4.653 -2.396 0.11
H 0.272 5.576 -0.700 0.10
H 0.877 6.395 -2.216 0.11
H -0.108 3.445 -2.340 0.10
H -0.043 4.676 -3.653 0.11
H -1.751 5.851 -2.058 0.06
H -1.813 4.367 -1.325 0.02
H 3.135 -1.272 -2.127 0.10
H 3.332 0.112 -1.057 0.06
H 4.324 -1.739 0.731 0.08
H 3.930 -2.925 -0.549 0.10
H 5.370 -2.018 -2.205 0.10
H 6.379 -2.359 -0.739 0.11
H 5.401 0.376 -0.974 0.02
H 6.962 -0.197 -0.710 0.06
H 0.944 -2.599 -2.329 0.09
H 0.352 -0.936 -2.596 0.09
H -1.533 -2.609 -2.516 0.11
H -1.259 -2.999 -0.809 0.06
H -1.697 -0.335 -0.380 -0.01
H -1.827 -0.234 -2.162 0.11
H -6.320 -1.180 -1.111 0.10
H -6.767 0.510 -1.482 0.12
H -7.276 0.517 0.840 0.07
H -5.557 0.976 0.985 0.05
H -6.064 -0.754 1.268 0.07
H -5.553 -3.602 0.603 0.12
H -5.631 -3.295 -1.153 0.10
H -3.667 -4.877 -1.483 0.08
H -4.641 -5.555 -0.108 0.07
H -3.156 -4.586 0.271 0.07
H 0.841 -3.436 0.482 0.06
H 2.695 -1.888 2.489 0.06
H 2.877 -4.383 0.775 0.07
H 2.838 -4.885 2.503 0.01
H 4.078 -3.698 2.019 0.08
H -1.916 0.884 5.384 0.05
H -2.369 2.393 4.456 0.07
H -2.786 0.684 3.843 0.05
```